Record 1
{
  "formula": "C2H6N4",
  "method": "the ωB97M-V functional and the def2-TZVPD basis",
  "elements": ["N", "N", "N", "N", "C", "C", "H", "H", "H", "H", "H", "H"],
  "coordinates": [[-2.800, -0.282, -0.241], [0.513, 0.769, 0.312], [-1.600, 0.279, -0.014], [2.435, -0.800, -0.030], [1.922, 0.331, -0.161], [-0.499, -0.258, 0.275], [2.580, 1.170, -0.474], [3.504, -0.821, -0.006], [0.332, 1.918, -0.357], [-3.381, 0.197, 0.384], [-2.853, -1.255, 0.039], [-0.154, -1.247, 0.273]],
  "spin_multiplicity": 1,
  "e_lumo_ha": 0.028,
  "homo_lumo_gap_ev": 9.16,
  "total_energy_ha": -298.6872
}

=====

Record 2
{
  "formula": "C2H6N4O",
  "method": "the ωB97M-V functional and the def2-TZVPD basis",
  "elements": ["O", "N", "N", "N", "N", "C", "C", "H", "H", "H", "H", "H", "H"],
  "coordinates": [[-0.326, 0.207, 1.717], [-0.823, 1.215, -0.884], [-2.029, 1.120, -1.140], [1.312, 0.710, -0.427], [2.274, -0.117, -0.463], [-0.484, -0.604, 0.585], [0.031, 0.126, -0.711], [3.177, 0.329, -0.127], [0.531, 0.687, 1.755], [0.073, -1.578, 0.786], [-2.187, 2.128, -1.184], [-1.542, -0.745, 0.220], [0.148, -0.597, -1.604]],
  "spin_multiplicity": 1,
  "smiles": "[H]/N=N/C(CO)/N=N/[H]",
  "e_lumo_ha": 0.001,
  "homo_lumo_gap_ev": 9.30,
  "total_energy_ha": -373.9252
}

=====

Record 3
{
  "formula": "C2H6N4O",
  "method": "the ωB97M-V functional and the def2-TZVPD basis",
  "elements": ["O", "N", "N", "N", "N", "C", "C", "H", "H", "H", "H", "H", "H"],
  "coordinates": [[0.865, -0.298, -0.079], [-1.430, -1.423, -0.096], [1.689, -1.397, -0.254], [0.507, 1.838, 0.877], [-0.688, 1.393, 0.958], [-0.875, -0.297, -0.056], [-1.279, 1.084, -0.362], [-0.760, -2.144, 0.197], [1.710, -2.356, -0.595], [-0.747, 1.524, -1.208], [2.465, -1.072, -0.839], [-2.359, 1.242, -0.367], [0.900, 1.906, 1.823]],
  "spin_multiplicity": 1,
  "e_lumo_ha": -0.004,
  "homo_lumo_gap_ev": 8.00,
  "total_energy_ha": -373.8190
}